Entry 1:
{
  "formula": "C28H23F5N3O3RuSe",
  "method": "ωB97M-V/def2-TZVPD",
  "symbols": ["Ru", "Se", "F", "F", "F", "F", "F", "O", "O", "O", "N", "N", "N", "C", "C", "C", "C", "C", "C", "C", "C", "C", "C", "C", "C", "C", "C", "C", "C", "C", "C", "C", "C", "C", "C", "C", "C", "C", "C", "C", "C", "H", "H", "H", "H", "H", "H", "H", "H", "H", "H", "H", "H", "H", "H", "H", "H", "H", "H", "H", "H", "H", "H", "H"],
  "xyz": [[0.6858, -1.9676, 0.8345], [2.4110, -2.3707, -1.0831], [2.1365, -4.1007, -3.6293], [6.4297, -3.3096, -5.5504], [7.0822, -1.6731, -3.4328], [3.9576, -4.5209, -5.6453], [5.2704, -1.2445, -1.4104], [-4.4273, 2.8136, 0.3935], [1.1834, 2.1713, 4.4916], [-0.7389, -3.2964, -0.5228], [-0.2088, 0.8493, 2.1132], [-2.0896, 1.3141, 0.6054], [-0.8169, -0.7022, 0.1825], [-2.0453, 2.7534, 0.6005], [-0.9897, 0.4609, 0.9342], [0.1976, 3.1005, 4.2466], [-2.1745, -0.1801, -1.8298], [-2.8031, -0.6475, -2.9837], [0.9476, 0.3254, 2.8325], [1.6165, -1.0359, 2.4485], [4.9409, -2.0520, -2.4496], [3.3519, -3.5002, -3.5747], [5.8647, -2.2690, -3.4784], [-1.4928, -1.0658, -0.9551], [-3.2468, 3.4891, 0.4749], [2.6176, -1.5105, 3.0573], [-0.4912, -4.6290, -0.7823], [5.5335, -3.1001, -4.5541], [3.2233, -0.8080, 4.1895], [-1.4244, -2.4360, -1.3194], [-0.7895, 4.8459, 0.6224], [3.6819, -2.6676, -2.4958], [-3.1973, 4.8980, 0.4408], [-5.6753, 3.3810, 0.2452], [-1.9747, 5.5672, 0.5161], [2.7133, 0.3591, 4.5920], [-0.8219, 3.4463, 0.6578], [-2.7553, -1.9965, -3.3114], [-2.0657, -2.8843, -2.4936], [1.5309, 0.9715, 3.9097], [4.2778, -3.7154, -4.6021], [-1.4442, -5.1944, -0.8535], [0.1578, 5.3646, 0.6684], [0.3203, 3.9330, 4.9691], [3.0145, -2.4586, 2.7207], [-3.3213, 0.0444, -3.6355], [-5.7236, 3.9576, -0.7036], [-0.0260, -3.5671, 1.3593], [0.0876, -4.7321, -1.7256], [0.1235, 2.9287, 0.7171], [3.1706, 0.8695, 5.4324], [-2.0339, -3.9253, -2.7875], [-3.2417, -2.3526, -4.2106], [-2.9781, 0.8589, 0.3526], [-2.2210, 0.8839, -1.6799], [-6.4363, 2.5748, 0.2073], [0.3125, 3.5285, 3.2316], [-5.9025, 4.0426, 1.1073], [0.1116, -5.0531, 0.0467], [-0.6281, 1.6691, 2.5402], [-0.8062, 2.6629, 4.4259], [-4.0971, 5.4904, 0.3500], [-1.9460, 6.6480, 0.4859], [4.0827, -1.2364, 4.6967]],
  "forces_ev_per_a": [[-0.28, -2.26, 1.48], [0.61, -0.23, -0.74], [1.20, 0.54, -0.03], [-1.13, 0.26, 1.25], [-1.22, -0.62, -0.09], [0.36, 0.81, 1.02], [-0.28, -0.85, -1.15], [1.97, -2.09, 0.26], [2.04, -1.55, 0.86], [0.41, 2.55, 1.27], [-1.41, -1.22, -2.46], [1.54, -0.55, 1.05], [1.27, 3.52, 3.92], [0.17, -0.24, 0.11], [-0.34, -0.46, 0.21], [-1.16, 0.65, -0.67], [-0.07, -0.82, -0.46], [0.27, -0.24, 0.32], [1.16, -2.25, -0.80], [-7.49, 4.43, -3.60], [0.41, 0.19, 0.13], [-0.10, -0.17, -0.33], [0.64, 0.53, 0.35], [-1.10, -0.04, -1.84], [-0.48, 1.20, 0.03], [4.90, -1.60, 3.57], [0.08, -2.13, -1.14], [0.53, -0.11, -0.57], [-0.10, -1.30, -1.20], [-1.25, -0.05, -1.85], [-0.47, -0.38, -0.02], [-0.54, 0.20, 0.63], [0.57, -0.48, 0.01], [-1.22, 1.34, -0.22], [0.03, -0.49, 0.04], [-1.74, 1.22, -0.71], [-0.64, 0.56, -0.12], [0.15, 0.12, 0.28], [0.17, 0.35, 0.46], [0.33, 0.30, 0.40], [-0.55, -0.56, -0.44], [0.52, 0.27, -0.02], [0.04, -0.06, -0.01], [0.07, -0.63, -0.38], [0.27, -0.10, 0.25], [0.06, 0.04, 0.08], [-0.13, -0.17, 0.53], [1.65, 1.76, 0.71], [-0.36, -0.04, 0.45], [-0.05, -0.23, -0.06], [-0.35, 0.25, -0.14], [0.13, -0.01, 0.19], [0.04, -0.05, 0.06], [0.84, 0.36, 0.06], [0.22, 0.02, 0.30], [0.69, 0.40, 0.06], [-0.39, -0.12, 0.32], [-0.03, -0.22, -0.50], [-0.45, 0.48, -0.50], [0.04, -0.23, -0.16], [0.25, 0.31, -0.31], [-0.12, -0.21, 0.00], [-0.06, -0.02, 0.00], [-0.14, 0.03, -0.12]],
  "homo_lumo_gap_ev": [7.1830, 5.1204],
  "total_charge": 1,
  "spin_multiplicity": 5,
  "homo_energy_ev": [-10.67, -10.77],
  "lumo_ha": [-0.1282, -0.2077],
  "s2": 6.04,
  "e_tot_ev": -121522.8541
}

***

Entry 2:
{
  "formula": "C30H27N3O3PdS2",
  "method": "ωB97M-V/def2-TZVPD",
  "symbols": ["Pd", "S", "S", "O", "O", "O", "N", "N", "N", "C", "C", "C", "C", "C", "C", "C", "C", "C", "C", "C", "C", "C", "C", "C", "C", "C", "C", "C", "C", "C", "C", "C", "C", "C", "C", "C", "C", "C", "C", "H", "H", "H", "H", "H", "H", "H", "H", "H", "H", "H", "H", "H", "H", "H", "H", "H", "H", "H", "H", "H", "H", "H", "H", "H", "H", "H"],
  "xyz": [[-0.3671, 1.7905, -0.3850], [1.0675, 0.1900, 0.8852], [-2.0188, 0.5677, 0.6913], [1.9933, -0.0877, -3.2618], [0.0391, 0.6440, -2.4828], [-2.1145, 2.8740, -2.1048], [0.7110, -1.8881, -0.8083], [-2.0781, -1.7247, -0.6569], [1.3438, 2.7177, -1.2273], [-1.2774, -0.7810, -0.0963], [3.3059, 4.0995, -0.9372], [0.1214, -0.9049, -0.0850], [2.1396, -2.1019, -0.7964], [-0.0958, -2.4032, -1.8939], [-3.9223, -2.3273, 1.5634], [-4.1756, -1.3771, 0.5829], [-5.3867, -1.1870, 3.0836], [3.2323, 5.8280, 0.7361], [-1.8287, 2.9536, -0.9564], [-3.4942, -1.4568, -0.7669], [3.2199, -4.9264, 2.2539], [-4.5262, -2.2332, 2.8048], [3.9237, 5.1484, -0.2282], [2.5354, -3.0973, 0.2687], [-5.6597, -0.2449, 2.1061], [1.8992, 5.5031, 1.0338], [1.2771, 4.4767, 0.3772], [1.9665, 3.7532, -0.6154], [3.7969, -3.6681, 2.2372], [1.2752, 0.7257, -2.6917], [3.2991, 2.2892, -2.5103], [-5.0575, -0.3398, 0.8650], [3.9581, 3.3343, -1.9289], [2.3137, -5.2771, 1.2657], [3.4436, -2.7529, 1.2603], [1.9841, -4.3725, 0.2728], [-2.5321, 3.7647, 0.1010], [-1.4489, -2.8373, -1.3265], [1.9817, 1.9930, -2.1175], [3.7120, 6.6226, 1.2851], [1.2929, -4.6657, -0.5054], [3.4771, -5.6336, 3.0309], [-0.2330, -1.6112, -2.6437], [2.6478, -1.1477, -0.6145], [-2.0974, 3.6215, 1.0930], [4.9541, 5.3950, -0.4450], [2.4292, -2.4539, -1.7913], [-5.2595, 0.4093, 0.1120], [-2.1009, -3.1955, -2.1270], [-6.3323, 0.5733, 2.3187], [-3.6296, -0.4986, -1.2862], [-1.2797, -3.6520, -0.6077], [3.8732, -1.7630, 1.2705], [1.8609, -6.2587, 1.2683], [-3.2415, -3.1425, 1.3623], [-4.3166, -2.9767, 3.5599], [1.3686, 6.0638, 1.7896], [-5.8458, -1.1083, 4.0575], [0.2538, 4.1790, 0.6196], [-2.5098, 4.8165, -0.1865], [4.9720, 3.5749, -2.2091], [0.4095, -3.2502, -2.3576], [3.7481, 1.6479, -3.2518], [4.5166, -3.3928, 2.9940], [-3.5722, 3.4345, 0.1200], [-3.9421, -2.2524, -1.3668]],
  "forces_ev_per_a": [[-0.46, -0.09, 1.48], [-0.42, -1.42, -0.74], [0.54, -0.57, -0.75], [0.78, -0.44, -0.29], [0.17, -0.10, -0.13], [-0.85, 0.62, -0.53], [-1.31, 1.50, 0.60], [1.64, 1.56, 0.49], [-0.04, -0.13, -0.31], [-4.84, 0.44, 0.24], [-0.39, -0.17, 0.08], [5.09, -0.27, 0.63], [0.75, 0.04, -0.09], [-0.77, -0.45, -0.49], [-0.02, 0.06, -0.23], [-0.28, -0.19, 0.09], [-0.03, -0.06, 0.08], [0.26, 0.10, -0.07], [0.98, -0.46, -0.13], [-0.62, 0.01, 0.19], [0.06, -0.04, 0.05], [0.02, -0.05, 0.16], [-0.07, 0.12, 0.15], [-0.02, 0.07, 0.01], [-0.04, 0.05, -0.08], [-0.20, -0.22, -0.11], [-0.23, 0.16, 0.25], [0.50, 0.38, -0.02], [0.02, -0.06, 0.11], [-0.66, 0.46, 0.26], [0.24, 0.15, 0.02], [-0.15, -0.19, -0.09], [-0.27, -0.23, -0.12], [-0.08, -0.12, 0.00], [-0.05, 0.00, -0.13], [0.03, 0.00, 0.07], [-0.23, 0.13, 0.08], [0.67, -0.68, -0.36], [-0.25, -0.27, -0.16], [0.09, 0.11, 0.04], [-0.10, -0.01, -0.08], [0.02, -0.02, 0.00], [0.15, -0.06, 0.08], [-0.17, -0.21, -0.18], [-0.01, 0.07, -0.23], [0.05, 0.03, -0.04], [-0.08, 0.11, 0.12], [0.05, 0.08, -0.07], [0.09, 0.08, 0.10], [-0.05, 0.06, -0.01], [0.06, -0.14, 0.00], [-0.19, 0.00, -0.10], [0.03, 0.15, -0.03], [0.01, -0.07, 0.00], [0.11, -0.09, -0.03], [0.02, -0.05, 0.06], [-0.03, 0.01, 0.07], [-0.04, 0.01, 0.08], [0.32, 0.09, -0.11], [-0.01, 0.04, 0.03], [0.16, 0.05, -0.01], [-0.06, 0.02, 0.10], [0.05, -0.03, -0.04], [0.03, 0.03, 0.08], [-0.07, 0.05, 0.00], [0.10, 0.03, 0.00]],
  "homo_lumo_gap_ev": 5.6464,
  "relative_energy_ev": 0.0000,
  "homo_energy_ev": -7.11,
  "lumo_ha": -0.0536,
  "e_tot_ev": -67311.7364
}